Entry 1:
12
Properties=species:S:1:pos:R:3:forces:R:3:lowdin_charge:R:1 method="wB97M-V/def2-TZVPD" relative_energy_kcal_mol=154.1 charge=+1 energy_ha=-248.37006 lumo_energy_ev="-8.54 / -8.54" homo_ha="-0.5884 / -0.5884"
C -0.2443 0.0155 -0.1781 -0.1 2.3 -0.8 -0.266
C -1.7615 -0.2527 0.2910 3.4 -1.7 -4.6 0.057
C 1.8552 -0.6692 0.1438 2.8 -3.4 0.3 -0.109
C 0.6992 1.3317 -0.0358 1.5 -0.3 0.7 0.109
C 1.8595 0.7246 0.1094 -4.3 0.0 -0.4 0.290
N 0.6473 -1.0575 0.0961 -0.4 -0.5 -0.4 0.123
H -0.0985 0.2520 -1.3390 -1.0 -0.9 1.7 0.227
H -2.4215 0.3378 -0.3434 0.0 -0.2 0.1 0.084
H -2.0158 -0.1916 1.2877 0.0 0.0 2.2 0.052
H 2.6269 -1.4470 0.1445 0.1 0.9 0.3 0.157
H -1.6272 -1.3868 -0.1169 -1.1 2.2 1.1 0.162
H 0.4807 2.3431 -0.0592 -0.9 1.7 -0.2 0.114

Entry 2:
17
Properties=species:S:1:pos:R:3:forces:R:3:lowdin_charge:R:1 method="wB97M-V/def2-TZVPD" relative_energy_kcal_mol=63.0 smiles="CC=P(C)(C)C#N" charge=0 energy_ha=-592.47913 lumo_energy_ev=0.58 homo_ha=-0.2868
C -1.6708 -0.1012 1.0573 0.3 -0.6 -0.4 -0.371
C 0.3041 -1.1961 -0.6090 0.0 0.6 -0.8 -0.397
C 1.0348 -0.2995 1.7123 2.1 2.1 -2.6 -0.180
C -0.1172 -1.1783 -2.0411 -0.5 -3.5 -0.8 -0.215
C -0.4759 2.0203 0.0690 2.2 -1.2 0.0 -0.182
N -2.4992 -0.5460 1.6817 -2.5 -0.7 1.5 0.131
P -0.1256 0.1201 0.3498 0.0 0.8 0.9 0.750
H 1.3809 -1.0580 -0.5853 0.5 -0.6 0.3 0.035
H 1.0188 -0.1701 2.7382 -1.2 0.6 2.0 0.025
H 1.2517 -1.3207 1.4697 0.1 -0.4 0.1 0.033
H 1.9194 0.3446 1.3865 -0.6 -0.9 0.4 0.074
H -0.2966 -0.2069 -2.2944 -0.3 2.6 -1.7 0.003
H 0.6793 -1.6637 -2.6618 -0.7 0.7 0.3 0.082
H -1.0712 -1.7329 -2.2970 0.9 0.4 0.6 0.082
H -0.9760 2.4109 0.9922 0.7 -0.1 -1.0 0.054
H 0.6023 2.2861 -0.0818 -0.9 0.8 0.5 0.034
H -0.9588 2.2914 -0.8862 -0.2 -0.5 0.6 0.042

Entry 3:
44
Properties=species:S:1:pos:R:3:forces:R:3:lowdin_charge:R:1 method="wB97M-V/def2-TZVPD" charge=+1 energy_ha=-5656.24470 lumo_energy_ev=-4.76 homo_ha=-0.4631
Ti 0.0288 -0.5238 0.3826 -1.9 3.2 -0.8 0.836
F 1.3135 -3.5889 4.5199 -0.2 0.0 -0.5 0.209
C 1.6301 -2.4826 3.8877 0.5 0.2 0.5 -0.656
F 2.9298 -2.4234 3.6804 0.0 -0.1 -0.2 0.192
F 1.2507 -1.4373 4.6094 -0.1 -0.1 -0.2 0.182
S 0.7157 -2.3072 2.2566 -0.2 -1.8 1.6 0.685
O 0.9434 -0.8677 1.9569 1.4 0.3 1.4 -0.352
O -0.6716 -2.5600 2.4290 -0.5 -0.2 0.9 -0.277
N 1.3749 -3.2478 1.2041 0.4 0.1 0.0 -0.239
S 0.5340 -3.3713 -0.1274 -0.2 -1.9 0.3 0.753
O -0.3258 -2.1557 -0.2844 -0.6 -1.9 -1.4 -0.442
O 1.2172 -3.7937 -1.2779 0.4 -0.2 -0.1 -0.158
C -0.8466 -4.6160 0.2620 -0.8 -0.3 0.2 -0.639
F -1.9662 -3.9172 0.4172 0.1 -0.2 0.0 0.154
F -0.5801 -5.2784 1.3749 0.2 0.2 -0.2 0.175
F -1.0098 -5.4726 -0.7291 0.4 0.3 0.0 0.189
C 3.4638 0.7278 -0.9060 0.0 -0.1 0.1 0.063
C 2.1839 0.0548 -0.5493 1.3 -0.5 -0.6 -0.557
O 2.0513 -1.1748 -0.4551 0.1 0.4 0.0 0.002
O 1.1277 0.7684 -0.3264 0.7 1.8 -0.6 -0.073
H 4.2958 0.0683 -0.6734 0.0 0.0 0.0 0.105
H 3.5516 1.6805 -0.3855 0.0 0.0 -0.1 0.104
H 3.4746 0.9147 -1.9811 -0.1 0.0 0.0 0.112
C -0.8477 4.3587 -2.7891 0.0 0.1 -0.1 -0.021
C -1.0045 3.2150 -1.8494 0.0 -0.3 0.2 -0.217
C -1.4878 1.9877 -2.2978 0.0 -0.2 0.1 0.023
C -1.7616 0.9459 -1.4227 -0.4 0.1 0.0 -0.277
C -2.3895 -0.3254 -1.9194 0.1 0.0 -0.1 -0.041
C -1.4998 1.1309 -0.0425 -0.3 -0.2 0.4 -0.556
Se -2.1063 -0.1966 1.2882 0.0 0.8 -0.7 0.994
C -0.9205 2.3422 0.4150 -0.3 0.1 0.0 -0.296
C -0.5373 2.4812 1.8580 0.1 0.0 0.0 -0.048
C -0.7024 3.3591 -0.4949 0.0 -0.2 0.2 0.021
H -0.6852 4.0200 -3.8085 0.0 0.0 -0.1 0.088
H -0.0306 5.0101 -2.4902 0.0 0.1 0.0 0.089
H -1.7668 4.9494 -2.7781 0.0 0.0 0.0 0.105
H -1.6868 1.8592 -3.3524 -0.1 -0.1 -0.1 0.129
H -2.5655 -0.2790 -2.9919 0.1 0.0 0.0 0.095
H -3.3506 -0.4818 -1.4215 0.1 -0.1 0.0 0.094
H -1.7416 -1.1862 -1.7056 -0.5 0.1 -0.2 0.065
H 0.1701 1.6752 2.1363 -0.3 0.5 0.1 0.074
H -1.4256 2.4053 2.4928 0.2 -0.1 0.0 0.088
H -0.0682 3.4444 2.0451 0.1 0.0 0.0 0.094
H -0.2771 4.2893 -0.1547 0.1 0.2 0.1 0.130

Entry 4:
81
Properties=species:S:1:pos:R:3:forces:R:3:mulliken_spin:R:1 method="wB97M-V/def2-TZVPD" relative_energy_kcal_mol=0.0 charge=+1 energy_ha=-4350.29843 lumo_energy_ev="-1.79 / -4.15" s_squared=2.0074 spin_multiplicity=3 homo_ha="-0.3725 / -0.3760"
Pd -1.0276 1.0928 0.6211 -0.2 0.3 0.0 1.151
C -1.0977 4.0680 2.8502 0.0 0.0 0.0 0.012
C -1.6683 4.6019 1.5395 0.0 0.0 0.0 0.006
S -1.8395 3.4484 0.1355 0.0 -0.1 0.0 0.120
C -3.6100 3.0646 0.1466 0.0 0.0 0.0 -0.003
C -4.1213 2.3012 1.3544 0.0 0.0 0.0 0.001
S -3.2327 0.7338 1.6412 0.0 0.0 -0.1 0.243
C -3.0404 0.7187 3.4431 0.0 0.0 -0.1 -0.003
C -1.9591 1.5989 4.0470 0.0 0.0 0.0 0.003
S -2.2812 3.3899 4.0481 0.0 0.0 0.0 0.000
H -0.6306 4.9064 3.3688 0.0 0.0 0.0 -0.001
H -0.3242 3.3269 2.6675 0.0 0.0 0.0 -0.007
H -0.9987 5.3741 1.1578 0.0 0.0 0.0 0.001
H -2.6410 5.0713 1.6910 0.0 0.0 0.0 0.003
H -3.7682 2.5120 -0.7792 0.0 0.0 0.0 -0.003
H -4.1470 4.0108 0.0661 0.0 0.0 0.0 0.002
H -5.1686 2.0419 1.1958 0.0 0.0 0.0 0.005
H -4.0349 2.9013 2.2571 0.0 0.0 0.0 0.001
H -2.8133 -0.3255 3.6627 0.0 0.0 0.0 -0.001
H -4.0238 0.9426 3.8590 0.0 0.0 0.0 0.011
H -0.9976 1.4153 3.5730 0.0 0.0 0.0 -0.009
H -1.8601 1.3216 5.0979 0.0 0.0 0.0 -0.001
N 1.7891 -5.7260 5.3419 0.0 0.0 0.0 0.001
C 1.3409 -4.9172 4.3278 0.0 0.0 0.0 0.003
C 0.1757 -4.1527 4.4926 0.0 0.0 0.0 -0.001
C -0.2522 -3.3085 3.4931 0.0 0.0 0.0 0.000
C 0.4760 -3.2027 2.3103 0.0 0.0 0.0 0.001
C 1.6295 -3.9547 2.1318 0.0 0.0 0.0 0.002
C 2.0591 -4.8042 3.1321 0.0 0.0 0.0 -0.001
S -0.0863 -2.1294 1.0455 0.0 0.1 0.2 0.047
O 0.9575 -2.0528 0.0469 0.0 0.0 0.0 0.008
O -1.4076 -2.4982 0.6291 -0.1 0.0 0.0 -0.006
N -0.2582 -0.6890 1.8033 0.2 0.0 -0.5 0.127
C 0.8745 0.0095 2.1025 0.0 -0.2 0.2 0.000
S 2.3853 -0.5479 2.7345 -0.1 0.1 0.0 0.002
C 2.9423 1.0892 2.7801 0.1 0.0 0.0 0.007
C 1.9983 1.9282 2.3150 -0.2 0.0 0.1 0.003
N 0.8158 1.3181 1.9490 0.2 0.1 -0.1 0.052
H 1.1380 -5.9755 6.0657 0.0 0.0 0.0 0.000
H 2.4662 -6.4345 5.1197 0.0 0.0 0.0 0.000
H -0.3866 -4.2328 5.4147 0.0 0.0 0.0 0.000
H -1.1560 -2.7267 3.6199 0.0 0.0 0.0 0.000
H 2.1851 -3.8623 1.2084 0.0 0.0 0.0 0.000
H 2.9602 -5.3889 2.9957 0.0 0.0 0.0 0.000
H 3.9320 1.3317 3.1280 0.0 0.0 0.0 0.002
H 2.0964 2.9992 2.2266 0.0 0.0 0.0 0.000
S -2.1255 0.4438 -1.5245 -0.1 0.0 0.1 0.208
Sb -0.2121 0.0619 -2.7299 0.1 -0.2 0.1 -0.027
C -0.3432 0.9512 -4.6235 0.0 0.0 0.1 0.005
C 0.8238 1.3051 -5.2920 0.0 0.0 0.0 0.002
C 0.7400 1.8641 -6.5591 0.0 0.0 0.0 0.001
C -0.5009 2.0681 -7.1456 0.0 0.0 0.0 -0.001
C -1.6628 1.7194 -6.4711 0.0 0.0 0.0 0.003
C -1.5888 1.1592 -5.2046 0.0 0.0 0.0 0.003
C 0.1557 -1.9885 -2.9495 0.0 0.2 -0.1 -0.006
C -0.7663 -2.8920 -2.4458 0.0 0.0 0.0 0.006
C -0.5169 -4.2501 -2.5826 0.0 0.0 0.0 0.001
C 0.6388 -4.6877 -3.2114 0.0 0.0 0.0 0.000
C 1.5567 -3.7739 -3.7147 0.0 0.0 0.0 0.000
C 1.3158 -2.4154 -3.5876 0.0 0.1 0.0 0.002
C 1.3907 1.0438 -1.7930 0.0 -0.1 -0.1 0.035
C 1.3778 2.4376 -1.7902 0.0 0.0 0.0 -0.005
C 2.4495 3.1287 -1.2442 0.0 0.0 0.0 0.000
C 3.5241 2.4293 -0.7121 0.0 0.0 0.0 0.002
C 3.5268 1.0416 -0.7059 0.0 0.0 0.0 -0.001
C 2.4591 0.3386 -1.2463 0.0 0.0 0.0 0.002
H 1.7941 1.1602 -4.8301 0.0 0.0 0.0 0.001
H 1.6430 2.1424 -7.0856 0.0 0.0 0.0 0.000
H -0.5634 2.5049 -8.1333 0.0 0.0 0.0 0.000
H -2.6277 1.8847 -6.9308 0.0 0.0 0.0 0.000
H -2.4948 0.8942 -4.6721 0.0 0.0 0.0 -0.004
H -1.6469 -2.5475 -1.9182 0.0 0.0 0.0 -0.002
H -1.2247 -4.9644 -2.1842 0.0 0.0 0.0 0.000
H 0.8288 -5.7483 -3.3101 0.0 0.0 0.0 0.000
H 2.4566 -4.1186 -4.2058 0.0 0.0 0.0 0.000
H 2.0317 -1.7036 -3.9841 0.0 0.0 0.0 0.000
H 0.5449 2.9828 -2.2221 0.0 0.0 0.0 0.000
H 2.4527 4.2110 -1.2489 0.0 0.0 0.0 0.000
H 4.3648 2.9703 -0.2968 0.0 0.0 0.0 0.000
H 4.3621 0.5014 -0.2796 0.0 0.0 0.0 0.000
H 2.4472 -0.7429 -1.2227 0.0 0.0 0.0 0.000